[1]
{
  "formula": "C28H46FN3O2",
  "method": "ωB97M-V/def2-TZVPD",
  "homo_ha": -0.3239,
  "total_energy_ev": -41047.5144,
  "mol_weight_g_mol": 475.693,
  "max_force_ev_per_a": 12.10,
  "multiplicity": 1,
  "orbital_gap_ha": 0.2626,
  "smiles": "CCCCOc1c(OC#N)ccc2nc(CCCF)cnc12.CCCCCC.CCCCCC",
  "species": ["C", "C", "C", "C", "O", "C", "C", "O", "C", "N", "C", "C", "C", "N", "C", "C", "C", "C", "F", "C", "N", "C", "H", "H", "H", "H", "H", "H", "H", "H", "H", "H", "H", "H", "H", "H", "H", "H", "H", "H", "C", "C", "C", "C", "C", "C", "H", "H", "H", "H", "H", "H", "H", "H", "H", "H", "H", "H", "H", "H", "C", "C", "C", "C", "C", "C", "H", "H", "H", "H", "H", "H", "H", "H", "H", "H", "H", "H", "H", "H"],
  "xyz": [[0.0491, -6.0305, -1.5578], [-1.4432, -5.7188, -2.2428], [-1.8973, -4.2312, -1.6645], [-3.4291, -4.2836, -1.0067], [-3.5945, -3.1684, -0.0171], [-3.8865, -1.9138, -0.7736], [-5.4283, -1.6717, -1.3051], [-6.5557, -2.6026, -1.1406], [-6.7961, -2.9507, 0.2683], [-6.8869, -3.5378, 1.4429], [-5.7625, -0.2521, -2.1117], [-4.5381, 0.8106, -2.3736], [-2.9851, 0.5161, -1.8452], [-1.9519, 1.5522, -2.1853], [-0.5825, 1.1801, -1.6922], [0.6545, 2.2334, -2.0575], [1.5847, 2.6313, -0.7675], [2.8432, 1.5794, -0.5324], [4.1668, 2.2984, -0.4151], [-0.2945, -0.1767, -0.8405], [-1.2930, -1.2382, -0.4706], [-2.6315, -0.8435, -1.0266], [0.5403, -7.0061, -2.0053], [0.7064, -5.0865, -1.7870], [-0.1289, -6.1359, -0.3822], [-1.2360, -5.6379, -3.3996], [-2.1961, -6.5783, -1.9582], [-1.1821, -3.9942, -0.7410], [-1.7912, -3.4114, -2.5006], [-3.4974, -5.3247, -0.4292], [-4.2735, -4.2996, -1.8185], [-6.8340, 0.0409, -2.5103], [-4.7624, 1.8289, -2.9547], [0.1429, 3.2262, -2.4745], [1.2703, 1.7605, -2.9521], [2.0976, 3.6741, -1.0385], [0.9360, 2.8205, 0.1879], [2.6314, 0.9659, 0.4656], [2.8851, 0.8029, -1.4375], [0.8276, -0.3496, -0.4714], [-5.6114, -2.2559, 7.3482], [-4.3983, -1.6807, 6.6330], [-4.6861, -0.3515, 5.9303], [-5.7304, -0.4158, 4.8100], [-5.4180, -1.4012, 3.6817], [-4.1443, -1.0607, 2.9228], [-6.4209, -2.4864, 6.6503], [-5.3401, -3.1856, 7.8592], [-5.9894, -1.5554, 8.0990], [-4.0080, -2.4153, 5.9210], [-3.6040, -1.5177, 7.3723], [-3.7454, 0.0438, 5.5295], [-5.0241, 0.3786, 6.6763], [-5.8412, 0.5895, 4.3835], [-6.7079, -0.6691, 5.2359], [-6.2559, -1.3943, 2.9732], [-5.3541, -2.4232, 4.0691], [-4.2043, -0.0582, 2.4894], [-3.9910, -1.7742, 2.1059], [-3.2643, -1.1057, 3.5705], [10.1204, 3.4270, -3.9313], [9.2809, 4.6675, -3.6662], [9.0231, 4.9151, -2.1778], [8.2281, 3.8185, -1.4598], [6.8518, 3.5134, -2.0551], [5.8984, 4.6976, -2.0011], [9.6194, 2.5182, -3.5867], [10.3011, 3.3183, -5.0058], [11.0909, 3.4992, -3.4310], [8.3352, 4.5959, -4.2135], [9.8079, 5.5380, -4.0768], [8.5034, 5.8739, -2.0669], [9.9859, 5.0352, -1.6658], [8.1037, 4.1138, -0.4099], [8.8153, 2.8935, -1.4424], [6.4063, 2.6839, -1.4917], [6.9476, 3.1642, -3.0884], [5.7540, 5.0358, -0.9710], [4.9207, 4.4121, -2.4042], [6.2669, 5.5398, -2.5935]],
  "atomic_forces_ev_per_a": [[-1.0527, 0.1090, 0.0079], [1.3785, 0.6036, 0.2518], [-0.4340, -0.7175, 0.7678], [1.1899, -1.3090, -0.5688], [-0.9427, 2.0885, -3.5418], [-1.8404, 0.3772, -0.7201], [3.8155, 3.3237, -0.3821], [1.3022, 0.4987, 4.3450], [0.4853, -4.5234, 5.9932], [0.6314, 5.5488, -10.7385], [4.5643, 0.6212, 0.7758], [-0.7955, -3.3962, 1.5855], [-0.3055, -0.3437, -0.0038], [2.3426, -5.0897, 3.2247], [-2.7237, -1.0041, 0.1220], [-1.2319, -0.1681, -0.0459], [1.1416, 0.7616, -0.8226], [-0.7667, -0.3038, 0.2909], [-3.1994, -1.6591, -0.2688], [-2.3856, -0.3247, -0.4052], [-0.3718, 6.3860, -3.7597], [-1.3990, -0.1138, -0.2149], [-0.9839, 2.0418, 1.0138], [-1.0761, -1.9636, 0.5699], [0.6612, 0.1902, -2.5953], [-0.8439, -0.3980, 2.2654], [1.4284, 1.8027, -0.7687], [-1.6030, -0.2399, -2.1255], [-0.2523, -1.5719, 1.7900], [0.0586, 2.5485, -0.8683], [1.5567, 0.3303, 1.5520], [2.4506, -0.9315, 1.0229], [0.6513, -2.5969, 1.4934], [0.9817, -2.3362, 0.9506], [-1.1179, 0.9659, 2.0046], [-1.0874, -2.2718, 0.5980], [1.2933, -0.6182, -1.8174], [0.9741, 1.4489, -2.0585], [0.3290, 1.9319, 1.9249], [-2.8470, 0.2658, -0.8460], [0.0085, -0.2287, 0.0493], [0.0507, 0.1614, 0.0641], [0.1151, 0.0395, -0.0787], [-0.0786, -0.0645, 0.0706], [-0.1563, 0.2065, -0.0470], [0.0861, -0.2277, -0.1355], [0.0383, 0.0315, 0.0813], [-0.1174, 0.1024, -0.0200], [-0.0211, -0.0497, -0.0740], [-0.0173, 0.0780, 0.0007], [-0.0433, -0.0188, -0.1272], [-0.0809, -0.0130, 0.0089], [0.0311, -0.0679, -0.0256], [0.0153, -0.0851, 0.0189], [0.0636, 0.0323, 0.0013], [0.1070, -0.0747, 0.1772], [-0.0475, 0.0590, -0.0162], [0.0404, 0.0009, 0.0376], [0.0459, 0.1123, 0.1030], [-0.0224, 0.0409, -0.0734], [-0.0087, -0.0820, -0.2218], [0.0972, 0.1283, 0.1036], [-0.0961, 0.1143, 0.0087], [0.0817, -0.0869, -0.0429], [0.0083, -0.1216, 0.2289], [-0.1654, -0.0002, -0.1750], [0.0767, 0.0531, -0.0098], [0.0384, -0.0605, 0.1413], [-0.0818, -0.0529, -0.0127], [0.0226, 0.0236, 0.0666], [-0.1180, -0.0688, 0.0436], [0.0329, -0.0785, 0.0193], [-0.0593, -0.0080, -0.0627], [-0.0161, -0.0346, -0.1015], [-0.0109, 0.0738, 0.0051], [0.0881, 0.1080, -0.1182], [0.0575, 0.0198, 0.0288], [0.0096, 0.0016, -0.0739], [0.0869, 0.0973, 0.0929], [-0.0366, -0.0238, 0.0664]]
}

[2]
{
  "formula": "CH2N4O",
  "method": "ωB97M-V/def2-TZVPD",
  "homo_ha": -0.3650,
  "total_energy_ev": -9072.9389,
  "mol_weight_g_mol": 86.054,
  "max_force_ev_per_a": 5.01,
  "multiplicity": 1,
  "orbital_gap_ha": 0.3569,
  "smiles": "[H]/N=c1\\nno[nH]1",
  "relative_energy_kcal_mol": 77.46,
  "species": ["H", "N", "C", "N", "N", "O", "N", "H"],
  "xyz": [[1.1713, -0.7848, 1.8960], [1.1824, -0.7615, 0.8442], [0.2252, -0.1967, 0.3681], [-0.9283, 0.5149, 0.8596], [-1.5875, 0.9572, -0.0531], [-0.8844, 0.8945, -1.3470], [-0.0298, -0.2369, -0.9921], [0.8511, -0.3867, -1.5756]],
  "atomic_forces_ev_per_a": [[0.0522, 0.0765, -1.4143], [2.6728, -1.5790, 3.9344], [-2.7401, 1.7021, -3.0250], [-0.3273, -0.7959, 0.4951], [0.0916, 2.0284, -0.6587], [0.5011, -2.6097, 2.1402], [1.6246, 0.2999, -2.2394], [-1.8749, 0.8777, 0.7677]]
}